No. 1
{
  "formula": "C7H16FN2O",
  "method": "the ωB97M-V functional and the def2-TZVPD basis",
  "e_homo_ha": [-0.3442, -0.5496],
  "lumo_energy_ha": [-0.09068, -0.22225],
  "charge": 1,
  "homo_lumo_gap_ha": [0.254, 0.327],
  "fmax_ha_per_bohr": 0.2135,
  "multiplicity": 3,
  "species": ["C", "C", "C", "C", "C", "C", "C", "N", "N", "O", "F", "H", "H", "H", "H", "H", "H", "H", "H", "H", "H", "H", "H", "H", "H", "H", "H"],
  "positions_angstrom": [[-1.88716, 0.84933, 1.21539], [-0.37062, 0.79379, 1.28513], [-2.14195, 0.68204, -0.34918], [-0.10431, -0.44186, 0.35770], [0.93836, 1.15575, -1.55174], [2.27836, 0.44763, 0.34000], [0.00000, -2.81245, 0.32551], [-1.27935, -0.53213, -0.51731], [1.15074, 0.07536, -0.59067], [0.32475, -1.53268, 0.95693], [-0.91749, -0.77583, -1.87901], [-2.44917, 0.15134, 1.83242], [-2.38237, 1.86298, 1.40863], [0.15916, 1.76664, 0.95486], [-0.09986, 0.50675, 2.26313], [-3.21572, 0.30504, -0.64312], [-1.74878, 1.30162, -1.11770], [0.26020, 1.80389, -1.23843], [1.81281, 1.61693, -1.64277], [0.52785, 0.82910, -2.50991], [1.95849, 1.01626, 1.12266], [2.68698, -0.52737, 0.81654], [3.08130, 1.06185, -0.22412], [0.09336, -3.38179, 1.24804], [0.63115, -2.97449, -0.52406], [-0.89137, -2.63477, -0.15095], [1.58462, -0.61291, -1.18798]],
  "forces_ev_per_a": [[-1.8, 4.0, -2.2], [-0.4, 0.3, -1.0], [-2.0, -5.1, 2.0], [-1.4, 1.7, -0.7], [-1.5, -3.2, -1.6], [2.7, -2.4, -1.6], [1.7, 1.4, 1.6], [-0.6, 3.1, 9.9], [1.6, 0.3, 0.0], [0.3, -0.1, 0.3], [2.3, -2.3, -10.5], [0.3, -0.4, -0.4], [1.1, -1.0, 0.5], [-1.2, -1.6, 0.6], [0.8, -0.1, 1.1], [1.9, 1.1, 0.6], [0.0, 1.4, -0.2], [-2.8, 3.0, 1.9], [3.5, 2.0, -0.9], [0.5, -0.5, 0.2], [-1.0, 1.6, 1.9], [-0.5, 1.7, -1.1], [-1.2, -1.4, 0.9], [-0.4, -1.2, -1.0], [1.2, -0.7, 0.0], [-2.9, -0.6, -0.3], [-0.4, -1.2, 0.1]]
}

=====

No. 2
{
  "formula": "C7H16MnN3O2SSe2Te",
  "method": "the ωB97M-V functional and the def2-TZVPD basis",
  "e_homo_ha": [-0.3900, -0.3860],
  "lumo_energy_ha": [-0.13087, -0.13053],
  "charge": 1,
  "homo_lumo_gap_ha": [0.259, 0.255],
  "fmax_ha_per_bohr": 0.0125,
  "multiplicity": 2,
  "species": ["Mn", "C", "Se", "C", "C", "Se", "C", "H", "H", "H", "H", "H", "H", "H", "H", "H", "H", "C", "O", "C", "O", "N", "N", "H", "H", "H", "H", "H", "H", "S", "C", "N", "Te"],
  "positions_angstrom": [[0.14703, -0.35561, -0.16664], [2.77390, 4.07193, -1.33945], [1.07812, 3.15030, -1.50858], [0.61502, 3.14356, 0.38899], [-0.87583, 2.96962, 0.58807], [-1.60024, 1.36805, -0.26194], [-2.71407, 0.79711, 1.22417], [3.33401, 3.60388, -0.53533], [2.56057, 5.11966, -1.14319], [3.28990, 3.95304, -2.28738], [0.95107, 4.11072, 0.76432], [1.19673, 2.34512, 0.84112], [-1.43876, 3.80934, 0.18697], [-1.07879, 2.89110, 1.65509], [-3.48592, 1.54402, 1.38492], [-2.10064, 0.65665, 2.11040], [-3.17400, -0.14368, 0.93142], [-1.49078, -5.11536, -1.31114], [-1.68210, -3.70186, -1.55434], [-0.82258, -2.83214, -1.09690], [-1.03972, -1.62414, -1.26090], [0.29198, -3.25518, -0.45671], [1.20090, -2.24941, -0.07383], [-2.39519, -5.59716, -1.65974], [-1.36846, -5.29682, -0.24437], [-0.63857, -5.47405, -1.88748], [0.57269, -4.22133, -0.43488], [2.00797, -2.28531, -0.68750], [1.49535, -2.38964, 0.88730], [0.97946, 0.12170, 4.38347], [0.81721, 0.07735, 2.78696], [0.68744, 0.04964, 1.61357], [1.90629, 0.75892, -1.83649]],
  "forces_ev_per_a": [[0.0, -0.3, -0.6], [0.0, -0.1, 0.0], [0.0, 0.0, -0.2], [-0.1, 0.1, 0.0], [0.1, 0.1, 0.1], [0.0, -0.1, -0.1], [-0.1, 0.0, 0.0], [0.0, 0.0, 0.0], [0.0, 0.0, 0.0], [0.0, 0.0, 0.0], [-0.1, 0.0, 0.0], [0.0, 0.0, 0.1], [0.0, 0.1, 0.0], [0.0, 0.0, 0.0], [0.0, 0.0, 0.0], [0.0, 0.0, 0.0], [0.0, 0.0, 0.0], [0.0, 0.2, 0.0], [-0.1, -0.3, 0.1], [0.0, 0.4, -0.2], [0.0, -0.1, 0.2], [0.0, 0.0, 0.1], [0.0, 0.1, -0.2], [0.0, 0.0, 0.0], [0.0, -0.1, 0.0], [0.0, -0.1, 0.0], [0.1, 0.0, 0.0], [0.1, 0.0, 0.1], [0.0, 0.0, 0.1], [0.0, 0.0, -0.3], [0.1, 0.1, 0.5], [0.0, 0.0, 0.1], [-0.2, -0.1, 0.1]]
}